[1]
A structure of composition C5H13N2O2S2 in a non-equilibrium geometry. Source: the OMol25 dataset; level of theory: the ωB97M-V functional and the def2-TZVPD basis.

## Properties
- Kohn-Sham gap (hartree) = 0.3422
- lowest unoccupied orbital energy (eV) = -3.3
- net charge = +1
- HOMO level (eV) = -12.6
- calculated total energy (Eh) = -1254.34420

Last column: Mulliken charge in e.
CARTESIAN COORDINATES (ANGSTROEM)
O 0.84 1.76 -0.43  -0.676
N -0.82 0.53 0.35  0.042
H -0.89 -0.76 -1.30  0.273
C -2.72 -0.68 0.90  -0.777
H -3.78 -0.67 1.36  0.351
H -2.17 1.29 1.60  0.435
C -1.41 0.04 -0.89  -0.661
H -3.16 -1.17 -1.06  0.300
N 2.67 0.30 -0.51  -0.217
H -1.37 0.01 2.49  0.458
H 4.66 0.15 -1.94  0.250
C -1.73 0.31 1.50  -0.872
H -3.55 0.54 -0.60  0.318
H -2.38 -1.71 1.06  0.347
S 3.29 0.07 -1.96  0.038
H 3.38 -1.25 -1.91  0.233
H 1.98 1.23 -0.37  0.430
H 3.34 0.85 1.57  0.170
C 0.19 1.29 0.51  0.902
S 3.40 -0.30 0.89  -0.109
H 0.37 1.28 2.49  0.291
H -1.20 0.86 -1.55  0.452
O 0.84 1.57 1.69  -0.447
C -2.83 -0.27 -0.59  -0.534


[2]
A cluster of 2 separate species, C4H8N2O3 in total in a non-equilibrium geometry. Source: the OMol25 dataset; level of theory: the ωB97M-V functional and the def2-TZVPD basis.

## Properties
- Kohn-Sham gap (alpha / beta) (hartree) = 0.2951 / 0.2959
- lowest unoccupied orbital energy (alpha / beta) (eV) = -1.2 / -1.2
- SMILES = CC(=O)N=O.CC(N)=O
- HOMO level (alpha / beta) (eV) = -9.2 / -9.2
- calculated total energy (Eh) = -492.33360

Last column: Mulliken charge in e.
CARTESIAN COORDINATES (ANGSTROEM)
C -0.82 -0.65 1.32  0.731
H 1.71 1.81 -0.21  0.262
O 0.49 1.19 2.12  -0.290
H -2.48 -1.83 0.75  0.275
N 0.20 -0.60 -1.08  -0.491
C 1.79 1.35 -1.20  -0.919
C 1.57 -0.13 -1.05  0.680
H -2.89 -0.55 1.92  0.320
H 2.82 1.57 -1.49  0.305
H 0.09 -1.58 -1.35  0.209
H 1.09 1.82 -1.89  0.299
H -0.56 0.06 -1.16  0.260
O -0.27 -1.38 2.13  -0.499
C -2.30 -0.79 1.03  -0.915
N -0.28 0.79 1.27  0.040
H -2.60 -0.13 0.22  0.320
O 2.44 -0.94 -1.34  -0.586


[3]
A cluster of 2 separate species, C4H6O in total in a non-equilibrium geometry. Source: the OMol25 dataset; level of theory: the ωB97M-V functional and the def2-TZVPD basis.

## Properties
- Kohn-Sham gap (hartree) = 0.3208
- lowest unoccupied orbital energy (eV) = 0.8
- HOMO level (eV) = -7.9
- calculated total energy (Eh) = -231.01822

Last column: Mulliken charge in e.
CARTESIAN COORDINATES (ANGSTROEM)
H -0.72 2.21 1.25  0.243
H -0.24 0.71 -2.26  0.328
C -0.06 0.35 -1.20  -0.392
C 0.35 -0.87 -0.55  -0.306
C -0.23 0.31 0.11  0.381
H 0.20 1.11 2.11  0.329
O 1.57 -1.41 -0.48  -0.339
H 2.01 -1.47 -1.42  0.350
H -1.45 0.52 1.68  0.267
H -0.86 -2.46 -0.59  0.035
C -0.54 1.02 1.36  -0.895


[4]
A cluster of 3 separate species, C3H11NO2 in total in a non-equilibrium geometry. Source: the OMol25 dataset; level of theory: the ωB97M-V functional and the def2-TZVPD basis.

## Properties
- Kohn-Sham gap (hartree) = 0.3082
- lowest unoccupied orbital energy (eV) = 0.7
- SMILES = C/C=C/N.O.O
- HOMO level (eV) = -7.7
- calculated total energy (Eh) = -326.05846

Last column: Mulliken charge in e.
CARTESIAN COORDINATES (ANGSTROEM)
C -0.86 -0.96 2.77  -0.995
H -0.02 1.39 -2.30  0.300
O 0.70 5.22 -2.64  -0.629
H 1.28 5.73 -2.19  0.296
H 1.14 -2.10 1.31  0.189
H 0.86 4.23 -2.72  0.333
H -0.77 -1.94 3.36  0.223
H 0.14 -0.47 2.95  0.242
H 1.14 -2.52 -0.90  0.225
H 0.72 0.13 -1.68  0.346
O 0.41 0.60 -2.54  -0.662
N 0.22 -2.15 -0.54  -0.438
C 0.09 -1.99 0.82  -0.074
H -0.60 -2.37 -1.10  0.195
H -1.96 -1.25 0.87  0.371
H -1.47 -0.15 3.17  0.347
C -1.03 -1.41 1.35  -0.268


[5]
A structure of composition C27H32CdIN4O2S5 in a non-equilibrium geometry. Source: the OMol25 dataset; level of theory: the ωB97M-V functional and the def2-TZVPD basis.

## Properties
- multiplicity = 2
- Kohn-Sham gap (alpha / beta) (hartree) = 0.1711 / 0.2557
- lowest unoccupied orbital energy (alpha / beta) (eV) = -0.1 / -0.1
- expectation value of S² = 0.771
- HOMO level (alpha / beta) (eV) = -4.7 / -7.0
- calculated total energy (Eh) = -3873.83587

Last column: Mulliken charge in e.
CARTESIAN COORDINATES (ANGSTROEM)
S -0.15 -1.41 -1.44  -0.017
H -1.21 6.29 0.77  0.307
C -4.86 -0.49 -1.08  -0.962
H 2.57 1.46 3.68  -0.004
H 2.07 -4.43 -6.07  0.338
C 1.17 -3.08 -4.67  0.970
C -0.95 5.30 1.14  -1.373
C -1.45 2.98 1.52  0.276
H 1.77 -5.10 -4.45  0.306
N 0.32 5.17 1.58  -0.667
S 3.15 0.45 1.69  -0.053
C -3.24 4.58 0.56  -0.800
C 0.46 -2.38 -5.68  -0.812
H 3.35 -1.46 4.17  0.451
C -3.01 -0.17 0.47  -0.270
N -0.37 -1.00 -4.01  0.057
S 0.44 2.74 -1.52  -0.283
C 0.72 4.01 2.04  0.616
O -4.32 4.23 1.42  -0.535
N -2.05 0.64 1.07  -0.176
C -1.87 4.29 1.12  0.953
H -0.93 -0.23 -3.69  0.208
O 0.26 1.76 2.68  -1.181
C -2.34 1.92 1.26  -0.890
H 0.13 -3.15 3.51  0.219
C 0.59 2.02 -0.15  -0.372
C 2.72 -0.58 4.30  -0.970
H 2.69 3.20 2.00  0.093
H -5.56 -0.06 -1.79  0.413
H -3.29 5.64 0.31  0.389
C 2.12 3.93 2.57  -0.852
S 1.70 -2.52 0.95  0.150
C 2.08 -4.21 -5.01  -1.228
C -0.31 -1.32 -5.32  0.906
I -1.71 -2.38 2.09  0.251
H 2.75 -0.31 5.36  0.555
Cd 0.17 0.17 1.21  1.472
H 2.58 4.91 2.48  0.440
H -4.01 -3.43 0.34  0.394
H 3.18 -1.55 -0.55  0.342
C 1.16 -2.83 3.69  -0.834
H 5.04 -0.75 0.85  0.534
H -3.88 1.37 -0.74  0.499
H -5.63 -2.49 -1.26  0.384
C 2.07 -3.30 2.56  -0.984
H 3.97 -2.91 0.26  0.477
H -3.39 2.20 1.16  1.506
C 3.37 -2.02 0.42  -0.793
H 4.38 -1.51 2.29  0.385
H -0.99 -0.85 -7.28  0.348
C -3.99 -2.38 0.11  -0.627
H -0.77 0.56 -6.23  0.343
H 1.95 -4.38 2.44  0.525
C -3.93 0.33 -0.47  0.135
C 3.22 0.60 3.50  -0.446
C 4.12 -1.05 1.34  -0.885
C 0.23 -1.77 -3.02  -0.546
H 1.49 -3.26 4.63  0.499
S 1.00 -1.03 3.90  0.076
C -3.07 -1.55 0.72  0.406
N 1.05 -2.77 -3.39  -0.480
H 3.11 -3.10 2.79  0.384
H -4.17 4.67 2.27  0.361
H -2.16 -0.51 -5.99  0.350
C -0.11 2.82 2.05  0.004
H 0.54 -2.68 -6.72  0.306
H 2.11 3.62 3.62  0.257
H 4.24 0.86 3.78  0.551
C -1.10 -0.48 -6.27  -1.394
C -4.91 -1.85 -0.79  -0.583
H -3.39 4.02 -0.36  0.282
H 3.09 -3.97 -4.69  0.295


[6]
The molecule C6H12N2 in a non-equilibrium geometry. Source: the OMol25 dataset; level of theory: the ωB97M-V functional and the def2-TZVPD basis.

## Properties
- Kohn-Sham gap (hartree) = 0.3548
- lowest unoccupied orbital energy (eV) = 1.1
- SMILES = C=N[C@@]1(N)C[C@H]1CC
- HOMO level (eV) = -8.6
- calculated total energy (Eh) = -345.25290

Last column: Mulliken charge in e.
CARTESIAN COORDINATES (ANGSTROEM)
H -1.67 0.33 1.19  0.388
H -1.47 1.27 -1.13  0.223
H -0.77 1.65 1.83  0.410
C -0.87 1.02 0.94  -0.691
C -1.24 1.88 -0.26  -1.056
C 0.70 -0.99 0.25  0.831
H -0.43 2.56 -0.53  0.265
H -2.12 2.48 -0.03  0.374
C 1.35 0.17 -0.50  -0.925
H 2.43 0.22 -0.54  0.307
H -0.59 -0.95 -2.14  0.296
C -1.06 -1.43 -1.28  -0.431
H -2.03 -1.87 -1.44  0.290
H 1.28 0.55 1.69  0.372
H 1.85 -2.67 0.25  0.241
C 0.66 0.39 0.82  -0.204
N -0.58 -1.50 -0.12  -0.474
H 0.87 0.52 -1.40  0.172
H 2.21 -1.61 1.47  0.241
N 1.47 -2.01 0.91  -0.629


[7]
A structure of composition C19H27N5O2STc in a non-equilibrium geometry. Source: the OMol25 dataset; level of theory: the ωB97M-V functional and the def2-TZVPD basis.

## Properties
- multiplicity = 4
- Kohn-Sham gap (alpha / beta) (hartree) = 0.3127 / 0.1982
- lowest unoccupied orbital energy (alpha / beta) (eV) = -12.8 / -15.9
- expectation value of S² = 3.786
- net charge = +4
- HOMO level (alpha / beta) (eV) = -21.3 / -21.2
- calculated total energy (Eh) = -1641.84627

Last column: Mulliken charge in e.
CARTESIAN COORDINATES (ANGSTROEM)
N -0.07 2.08 -1.42  -0.192
C 0.13 1.60 4.41  -0.384
C -2.93 -1.45 -1.42  0.444
O 0.06 -2.96 0.33  -0.219
H 2.01 1.05 5.34  0.304
H -1.18 -1.69 2.42  0.342
C -0.17 -1.52 4.31  -0.634
H 2.22 0.03 -4.68  0.540
C 0.38 -1.09 -4.56  -0.309
H -0.46 2.52 4.23  0.415
C 1.37 1.94 5.21  -1.135
H -1.86 -0.79 5.47  0.300
H -2.73 0.27 -4.24  0.529
H -1.60 -1.94 -4.46  0.528
N -0.64 -1.04 2.99  -0.016
H 3.77 -3.67 -2.54  0.354
O 2.61 1.10 0.40  -0.183
H 0.36 -2.47 4.14  0.417
H 0.56 -0.79 4.66  0.284
H 4.54 -2.66 -1.25  0.354
H 0.87 -2.06 -4.68  0.544
C -0.35 0.14 2.45  0.362
C -1.31 -1.73 5.28  -1.070
C -0.88 1.39 -4.31  -0.369
C -1.64 0.21 -4.31  -0.373
H -0.91 -2.09 6.23  0.361
H 1.06 2.30 6.20  0.392
C 0.12 3.23 -1.41  0.468
N 0.49 1.02 3.08  -0.175
C -1.01 -1.02 -4.44  -0.433
C 0.12 -1.88 -0.13  0.636
H 0.71 5.04 -0.55  0.371
S -1.07 0.56 0.90  0.178
H 1.95 2.73 4.73  0.360
C 0.23 4.67 -1.46  -1.034
C 4.03 -2.64 -2.23  -1.015
Tc 0.16 -0.17 -0.90  0.258
H 1.11 2.23 -4.46  0.527
H 0.82 1.75 2.46  0.317
H -0.78 5.12 -1.54  0.352
H -4.20 -2.96 -0.75  0.366
N 1.87 -1.20 -2.02  -0.165
H -2.02 -2.47 4.90  0.398
H -4.38 -2.52 -2.48  0.341
C 2.83 -1.85 -2.10  0.317
C 0.51 1.32 -4.44  -0.441
H -0.52 0.90 4.95  0.183
C 1.14 0.08 -4.56  -0.371
H -5.00 -1.42 -1.20  0.348
H -1.37 2.36 -4.23  0.526
C 1.67 0.60 -0.08  0.605
N -1.95 -0.82 -1.46  -0.196
H 4.71 -2.19 -2.98  0.355
H 0.83 4.97 -2.33  0.342
C -4.20 -2.13 -1.46  -1.000


[8]
A cluster of 3 separate species, C4H14N2O4 in total in a non-equilibrium geometry. Source: the OMol25 dataset; level of theory: the ωB97M-V functional and the def2-TZVPD basis.

## Properties
- Kohn-Sham gap (hartree) = 0.3676
- lowest unoccupied orbital energy (eV) = 0.3
- SMILES = C[C@H](CO)NC(N)=O.O.O
- HOMO level (eV) = -9.7
- calculated total energy (Eh) = -571.30083

Last column: Mulliken charge in e.
CARTESIAN COORDINATES (ANGSTROEM)
H 2.19 0.01 -0.62  0.157
H -2.41 2.49 1.04  0.241
H 1.21 0.36 -2.02  0.346
C 1.44 -0.41 -1.28  -1.176
H 0.55 -3.20 0.20  0.321
H 1.03 -0.25 2.32  0.345
C -1.22 0.88 0.50  0.521
O -0.80 0.61 1.61  -0.704
H 1.91 -1.26 -1.80  0.388
O 1.87 -0.60 2.65  -0.650
H -0.18 -2.12 -2.25  0.347
O 0.33 -3.27 -0.74  -0.505
O 0.81 2.86 -0.60  -0.596
N -0.88 0.20 -0.62  -0.215
C -0.41 -2.14 -1.18  -0.760
H 1.69 3.04 -0.94  0.298
H 0.15 3.32 -1.13  0.291
H -1.16 0.50 -1.54  0.271
H -2.31 2.20 -0.64  0.188
H 2.56 -0.14 2.18  0.300
H -1.48 -2.25 -1.01  0.306
C 0.15 -0.83 -0.60  0.606
H 0.34 -1.06 0.45  0.077
N -1.92 2.05 0.28  -0.399


Q: Which value of calculated total energy does entry 5 give?
A: -3873.83587 Eh


Q: calculated total energy of number 5 (C27H32CdIN4O2S5)?
A: -3873.83587 Eh


Q: Among the records above, which one has the highest calculated total energy?
A: C4H6O


Q: Which value of calculated total energy does entry 5 give?
A: -3873.83587 Eh